Entry 1:
78
Properties=species:S:1:pos:R:3:mulliken_charge:R:1 method="wB97M-V/def2-TZVPD" homo_ev="-12.20 / -12.20" charge=+2 spin_multiplicity=2
C -4.7742 2.1855 1.3523 -0.91
H -0.6392 1.1493 -4.3989 0.41
H -4.9511 3.2506 1.2222 0.34
H 0.9686 -2.4765 1.2871 0.61
C -2.7069 -2.4778 -0.7495 0.72
C 1.0852 -1.8667 -1.9230 -0.78
F 2.8311 1.3925 -1.5423 -0.18
C 0.8569 1.5488 -2.9281 0.62
C 1.5795 3.6864 1.7812 -0.93
H 3.1936 -4.3873 -2.6959 0.47
F 2.8418 0.3061 -3.3920 -0.29
N 1.6757 -1.3139 -0.8689 1.22
H 2.1643 4.5551 2.0295 0.50
C 4.8521 -1.7435 0.9863 -0.82
C 0.4460 1.0957 -4.3268 -1.82
N 0.3935 3.4036 2.4044 0.14
H -5.6839 1.6387 1.1198 0.36
C 4.7073 -3.4507 -0.6826 -0.97
H -0.2738 -3.1064 3.6438 0.53
C -3.8359 -2.3121 0.2309 -0.98
C 2.4107 1.4430 -2.8296 0.21
C 2.7691 -3.5288 -2.1899 -1.03
H -3.5873 -1.5441 0.9610 0.04
C 0.2868 -1.8850 1.8711 -0.71
F 0.9038 3.8484 -3.6710 -0.25
H -2.2060 1.0690 -2.3460 0.57
N -1.1201 -1.1514 3.3783 0.14
H 2.2854 0.3060 0.9603 -0.36
N -1.7236 1.1382 -0.2667 1.03
C 2.8759 -1.8362 -0.4570 -0.16
H -3.6113 -4.2166 -1.6602 0.44
C 1.7790 2.7030 0.8655 -0.93
C 5.3879 -2.8518 0.3483 -0.85
N 0.7292 1.8220 0.9275 0.86
H -4.5008 1.9921 2.3858 0.36
H -1.9867 -3.7933 -2.2741 0.28
P -1.6484 1.4829 2.4576 -0.51
H -4.7583 -2.0522 -0.2941 0.36
H -4.7062 1.8167 -1.4244 0.56
H -1.1983 4.5763 3.1355 0.33
C -2.9345 -3.4013 -1.9114 -1.38
N -0.1189 -0.6317 1.4997 1.39
N -3.6944 1.7388 0.4699 0.15
H 3.6815 0.3349 1.9517 0.22
H 2.5911 2.5830 0.1736 0.77
H 0.1757 -1.3986 -2.2527 0.60
H -2.5923 -1.9403 4.6464 0.36
H -3.4027 -2.8268 -2.7166 0.32
C 0.4078 3.0195 -2.7600 0.41
H 0.8797 1.7129 -5.1119 0.42
C 3.6209 -1.2151 0.6082 0.65
C -2.4348 1.4332 0.8163 0.29
C -3.7880 1.6163 -0.8982 -1.12
H 5.3907 -1.2555 1.7897 0.45
N 3.1386 -0.1248 1.2426 0.07
H -4.0261 -3.2612 0.7374 0.40
C 1.5953 -2.9788 -2.6014 -1.45
F 0.7444 3.4998 -1.5479 -0.18
F -0.9349 3.0874 -2.8444 -0.27
C -1.9429 -1.0708 4.5878 -0.88
H 1.0517 -3.3789 -3.4459 0.58
H 6.3508 -3.2391 0.6525 0.43
C -2.5606 1.2417 -1.3458 -0.74
C -0.3303 -2.2200 3.0351 -1.10
F 3.0537 2.4509 -3.4072 -0.28
O 0.2545 0.7452 -1.9759 1.00
H 0.4148 5.0684 3.6575 0.35
C 3.4587 -2.9551 -1.1017 1.06
C -0.2259 4.2151 3.4597 -0.82
H 5.1308 -4.3052 -1.1951 0.44
O -1.6638 -1.8672 -0.6126 -0.23
C -0.9751 -0.2140 2.4230 0.03
Fe 0.1099 0.3558 -0.2412 0.26
C -0.1053 2.2738 1.8709 -0.17
H -2.5545 -0.1743 4.5526 0.34
H 0.7603 0.0654 -4.4725 0.38
H -1.3060 -1.0328 5.4683 0.34
H -0.3318 3.6340 4.3721 0.35

***

Entry 2:
24
Properties=species:S:1:pos:R:3:mulliken_charge:R:1 method="wB97M-V/def2-TZVPD" homo_ev="-6.87 / -6.21" charge=0
H 2.4467 -1.0299 -2.2011 0.34
H -0.1373 -2.3875 -2.1196 0.31
C 1.3607 -0.8469 -2.3013 -0.76
H 1.6712 0.5022 -0.6356 0.18
H -1.1000 -1.5620 -0.1634 0.39
C -2.2435 0.3394 3.9394 -0.65
H 0.4098 -1.2911 0.6653 0.26
O -1.5583 0.9186 3.0025 0.30
C 0.1881 2.5813 1.7694 -0.67
H -0.4614 0.6742 0.0464 -0.77
C 0.5915 -1.9374 -1.5384 -0.63
C -0.1050 -1.2824 -0.3386 -0.67
H 1.0169 2.1400 1.1982 0.26
H 0.3770 3.0260 2.7524 0.30
C -0.3531 0.1572 -0.8696 0.29
H 1.3831 -2.6280 -1.3343 0.35
B -0.9111 1.4351 2.1030 -0.22
H -1.2672 0.1400 -1.3266 0.48
H -0.3610 3.1669 1.0148 0.27
H -3.3442 0.6031 3.9336 0.15
H 1.1750 -0.8201 -3.3439 0.31
C 0.9720 0.4416 -1.5284 -0.63
H -2.1076 -0.6624 3.9745 0.25
H 1.1074 1.3685 -1.9621 0.57

***

Entry 3:
18
Properties=species:S:1:pos:R:3:mulliken_charge:R:1 method="wB97M-V/def2-TZVPD" homo_ev="-6.48 / -7.01" charge=0
H 2.6630 0.0569 -0.4792 0.36
C -0.4177 0.5646 1.2412 0.54
O 0.7491 1.7925 -0.5148 -0.47
H -0.5322 -0.9563 -2.8510 0.27
H 2.4497 0.7825 1.1418 0.31
C -1.2916 -0.3356 0.6450 0.14
C -0.1653 -0.4470 -0.8253 -0.17
H -2.9218 -1.5937 0.2632 0.28
C -0.4003 -0.1484 -2.1484 -0.85
H 1.9868 -0.9174 0.8664 0.36
H -2.4109 -1.4790 2.0407 0.27
H 0.5160 2.3774 0.2348 0.36
H -0.5647 0.8635 -2.4834 0.27
H 0.2048 -1.4516 -0.6358 0.23
N 0.6902 0.5002 0.0567 0.59
O -0.3469 1.4895 2.0178 -0.62
C 2.0497 0.0733 0.4190 -0.97
C -2.2580 -1.1715 1.0114 -0.90

***

Entry 4:
15
Properties=species:S:1:pos:R:3:mulliken_charge:R:1 method="wB97M-V/def2-TZVPD" homo_ev="-12.77 / -12.77" charge=+1
H -2.8407 0.2341 0.0880 0.44
C -2.0452 -0.0437 -0.4431 -0.88
H -0.7647 -0.5386 1.0252 0.34
H 1.1921 2.0586 0.5379 0.28
C 2.4791 -0.7748 -0.5157 -0.55
N -0.7769 0.1658 0.3120 -0.13
H -0.7451 1.0927 0.8312 0.43
H -2.2852 -1.0476 -0.9263 0.31
N 1.3549 1.3042 -0.1148 -0.32
C 0.4881 0.2605 -0.5874 -0.69
H 3.0551 -1.5461 -0.1217 0.32
H -1.9317 0.4937 -1.3885 0.35
H 1.9800 0.0114 1.3865 0.51
H 2.4489 -0.5678 -1.6033 0.32
C 1.8331 0.0735 0.3638 0.26

***

Entry 5:
12
Properties=species:S:1:pos:R:3:mulliken_charge:R:1 method="wB97M-V/def2-TZVPD" homo_ev=-9.26 smiles="C=CN=C.O" charge=0
H -1.7363 -1.0225 -0.9370 0.37
N -0.0813 -0.5036 0.2896 -0.38
H 0.0578 1.1064 -2.0949 0.25
C -0.8581 0.5456 -1.8213 -0.63
C -0.9019 -0.4425 -0.8593 -0.13
H 0.7176 1.0635 1.5909 0.42
O 1.1919 1.7953 2.0228 -0.70
C 0.4220 -1.6044 0.7567 -0.24
H 0.2406 -2.6611 0.4650 0.28
H 1.6069 2.3804 1.2705 0.31
H -1.8310 0.8655 -2.2702 0.22
H 1.1718 -1.5226 1.5871 0.22

***

Entry 6:
13
Properties=species:S:1:pos:R:3:mulliken_charge:R:1 method="wB97M-V/def2-TZVPD" homo_ev=-14.78 charge=+1
C -0.8355 -0.7185 0.1793 -0.15
H -0.2766 -1.3560 1.0588 0.27
H 1.8783 0.5231 0.7986 0.25
H 2.3021 -0.9326 0.3423 0.27
C -0.7632 0.8589 -0.1608 -0.39
N 2.0908 0.0007 0.0474 -0.72
H 0.5428 -0.3838 -1.5772 0.52
H -2.5517 -0.2311 -0.7328 0.26
H -0.5514 1.9069 0.1519 0.37
H 2.9835 0.2303 -0.4400 0.27
C -2.0553 0.0396 0.1314 -0.31
C -0.0960 -0.1213 -0.8714 0.09
H -2.6678 0.1837 1.0727 0.27

***

Entry 7:
25
Properties=species:S:1:pos:R:3:mulliken_charge:R:1 method="wB97M-V/def2-TZVPD" homo_ev=-14.55 charge=+1
H -0.8463 -0.4397 2.7575 0.42
C -1.8044 0.4956 0.5918 -1.47
H -0.8022 -2.1870 0.0038 0.30
H -1.9606 0.2524 -0.5015 0.32
C 0.7606 -1.3425 -2.6446 -1.19
C 0.3307 1.8760 0.3818 -1.57
C -0.1502 0.2991 2.4431 -1.85
H -2.2402 1.4621 0.6510 0.46
H -0.2876 1.1819 3.1141 0.39
C -0.3433 0.6154 0.9089 1.68
H -0.2449 -1.7290 -2.9441 0.33
H 1.0051 -2.3352 0.0606 0.33
C 0.1869 -1.7551 0.4033 -0.88
C 0.8005 -0.0830 -2.0416 0.16
H 1.5584 -1.9991 -2.2919 0.40
H 0.8182 -0.0593 2.5426 0.54
H 1.1836 -1.1101 -3.6728 0.43
H 0.1383 -1.8335 1.5288 0.40
H 0.1541 2.6318 1.1895 0.41
O 0.4268 -0.3779 0.1418 -0.28
H -2.3126 -0.3120 1.1853 0.33
H 0.2307 2.0832 -0.6918 0.30
H 0.0777 0.6311 -2.4890 0.35
H 1.4032 1.6750 0.4715 0.43
H 1.7439 0.3133 -1.6342 0.28

***

Entry 8:
62
Properties=species:S:1:pos:R:3:mulliken_charge:R:1 method="wB97M-V/def2-TZVPD" homo_ev=-8.12 smiles="COc1ccc([C@@H]2CC(c3ccccc3)=NN2C(=O)COC(=O)/C=C/c2ccc(O)c(OC)c2)cc1" charge=0
H 0.2535 -3.0392 -1.0990 0.42
O -3.5933 2.5627 -1.2365 -0.64
O -1.0990 1.8336 1.4531 -0.67
H -1.8624 -1.8578 -0.7674 0.50
C -0.4004 -0.4420 -1.4807 -0.08
H 3.9853 -1.7888 3.0030 0.35
H 7.4561 -0.8317 1.0733 0.36
C 3.8915 0.3441 1.1179 -0.24
C 3.3004 -0.7828 -1.7923 -0.70
C 0.9188 -1.0374 -1.5144 1.02
C 2.3757 -2.9444 -1.3143 -0.85
H 4.1553 -0.1538 -1.9907 0.46
C 2.0341 -0.2345 -1.7672 -0.33
C -4.5834 -0.3206 1.6561 -0.94
H -8.5520 -0.2697 1.2587 0.35
O -6.7974 -0.8143 2.2236 -0.45
H -2.5896 0.1448 1.0885 0.31
H 4.4673 -2.5671 -1.5798 0.44
H -8.6805 -1.1598 2.7958 0.25
C -1.7040 -1.1960 -1.6222 -1.13
H 4.9585 -3.1703 2.4412 0.25
H 4.5656 3.2884 -0.4092 0.43
C 6.0148 1.8039 0.0786 -0.86
C -2.4104 2.3426 -1.0752 0.89
C 5.1628 -0.1850 1.1477 1.07
C -6.1376 -0.7387 -0.1258 -0.48
O 5.5039 -1.4230 1.6408 -0.53
N -0.5711 0.8169 -1.3168 -0.63
H -7.1266 -0.9693 -0.4892 0.41
H -1.3456 4.1742 -1.4068 0.34
O 7.4970 0.0396 0.6545 -0.63
H 1.8803 0.8170 -1.9466 0.58
H 6.8544 2.3522 -0.3173 0.42
H 2.5096 -4.0019 -1.1370 0.42
C -8.1290 -1.0809 1.8600 -0.86
C -5.8769 -0.6333 1.2351 0.86
C 3.6550 1.6050 0.5543 0.28
N -1.8815 1.1234 -1.3337 0.27
H -4.3953 -0.2277 2.7136 0.47
H 1.2671 0.9214 1.8274 0.50
C -5.1186 -0.5337 -1.0401 -1.10
C 1.2287 1.7094 1.0906 -1.01
C 6.2453 0.5530 0.6292 0.45
H -3.1681 0.0963 -2.6276 0.67
H -2.0334 3.9585 0.2244 0.31
C -1.4874 3.4631 -0.5887 -0.58
C -2.7326 -0.0513 -1.6323 -0.40
C -3.8336 -0.2289 -0.6244 0.11
C 4.7335 2.3175 0.0315 -0.90
H -5.3375 -0.6079 -2.0956 0.37
H -8.2160 -2.0242 1.3099 0.33
C 2.3180 2.1463 0.4444 0.13
C -3.5751 -0.1243 0.7392 0.18
C 1.1036 -2.4035 -1.2966 -0.47
H 2.2029 2.9777 -0.2383 0.46
C 3.4759 -2.1388 -1.5621 -0.49
H -1.7247 -1.7931 -2.5336 0.43
C -0.1240 2.2061 0.8400 0.57
C 4.4746 -2.2436 2.1365 -0.73
H 3.0581 -0.2231 1.4955 0.23
O -0.1900 3.1005 -0.1670 -0.35
H 3.7293 -2.4561 1.3637 0.19